Entry 1:
Computed, not measured: a cluster of 2 separate species, C2H8NS in total, with wB97M-V/def2-TZVPD.

The geometry in ORCA input format:
```
! RIJCOSX wB97M-V def2-TZVPD def2/J DEFGRID3
* xyz 1 1
C 2.35226 -0.30643 0.28479
C 1.20616 0.48694 -0.12367
N 0.00576 0.02916 -0.18929
S -3.87913 -0.01288 0.08492
H 2.11507 -1.35833 0.43857
H 2.75798 0.11574 1.21340
H 3.16707 -0.19773 -0.43706
H 1.36638 1.53553 -0.37508
H -4.66586 -0.18770 -0.97399
H -0.21242 -0.93792 0.04813
H -0.79189 0.60746 -0.44551
H -4.85678 0.45171 0.85071
*
```

Results
Orbital gap ... 0.2935 Eh
Highest occupied orbital energy ... -0.478 Eh
Relative energy (zero: lowest compared OMol25 entry of this formula, charge and spin) ... 3.4 kcal/mol
Strongest force on any atom ... 0.6 eV Å⁻¹

Results of the Mulliken charge analysis, in e, for atoms 1 through 6: number 1, C, carries -1.018; number 2, C, carries 0.340; number 3, N, carries -0.174; number 4, S, carries -0.349; number 5, H, carries 0.326; number 6, H, carries 0.320

=====

Entry 2:
Computed, not measured: the ion C2H8NS with charge +1, with wB97M-V/def2-TZVPD.

The geometry in ORCA input format:
```
! RIJCOSX wB97M-V def2-TZVPD def2/J DEFGRID3
* xyz 1 1
N -1.05689 -0.13109 1.20515
C -0.53676 -0.40941 -0.20222
C 0.79393 0.30706 -0.39520
S 1.26814 0.02648 -2.11936
H -1.83740 -0.73889 1.46583
H -1.39201 0.83344 1.25138
H -0.29550 -0.21241 1.87850
H -0.40666 -1.47647 -0.29062
H -1.26189 0.01460 -0.88048
H 1.56408 -0.05019 0.28840
H 0.65142 1.37025 -0.20215
H 2.50953 0.46662 -1.99923
*
```

Results
SMILES string ... [NH3+]CCS
Orbital gap ... 0.3350 Eh
Highest occupied orbital energy ... -0.483 Eh
Relative energy (zero: lowest compared OMol25 entry of this formula, charge and spin) ... 2.0 kcal/mol
Strongest force on any atom ... 1.0 eV Å⁻¹

Results of the Mulliken charge analysis, in e, for atoms 1 through 6: number 1, N, carries -0.305; number 2, C, carries -0.712; number 3, C, carries -0.625; number 4, S, carries -0.173; number 5, H, carries 0.358; number 6, H, carries 0.362

=====

Entry 3:
Computed, not measured: a cluster of 2 separate species, C2H8O in total at a distorted geometry, with wB97M-V/def2-TZVPD.

The geometry in ORCA input format:
```
! RIJCOSX wB97M-V def2-TZVPD def2/J DEFGRID3
* xyz 0 1
C 0.00000 0.00000 0.00000
C 0.87019 0.61091 -1.15003
H -0.21612 0.70060 0.82405
H 0.59779 -0.83730 0.39774
H -0.95466 -0.39944 -0.38169
H 0.38721 1.49553 -1.59812
H 1.15884 -0.08027 -1.95969
H 1.78304 0.93718 -0.62384
O 2.46111 -0.89929 -5.17003
H 2.94038 -0.13284 -5.55877
H 2.83509 -1.68478 -5.62980
*
```

Results
SMILES string ... CC.O
Orbital gap ... 0.4598 Eh
Highest occupied orbital energy ... -0.427 Eh
Relative energy (zero: lowest compared OMol25 entry of this formula, charge and spin) ... 2.7 kcal/mol
Strongest force on any atom ... 1.2 eV Å⁻¹

Results of the Mulliken charge analysis, in e, for atoms 1 through 6: number 1, C, carries -0.791; number 2, C, carries -0.730; number 3, H, carries 0.268; number 4, H, carries 0.247; number 5, H, carries 0.265; number 6, H, carries 0.258

=====

Number 1: DFT total energy -14522.026 eV. Number 2: DFT total energy -14522.085 eV. Number 3: DFT total energy -4250.983 eV.